(1)
100
Properties=species:S:1:pos:R:3:lowdin_charge:R:1 method="wB97M-V/def2-TZVPD" spin_multiplicity=2 energy_ev=-51621.4264 gap_ha="0.324 / 0.361" total_charge=0 homo_energy_ev="-8.37 / -9.48" s2=0.75
C 2.81983 -1.86223 -2.24173 0.126
C 1.74856 -2.40090 -2.05523 -0.136
C 0.42991 -2.95280 -1.81446 -0.191
C -0.73173 -2.24451 -2.54952 -0.166
C -0.52994 -0.78506 -2.92416 -0.149
C -0.89717 0.28131 -1.86081 -0.368
C -0.24471 -0.05496 -0.50369 -0.103
C -0.50017 0.95933 0.59454 -0.161
F -1.56474 0.62848 1.42968 -0.059
C -2.43616 0.23062 -1.67325 -0.055
C -3.27946 1.47326 -2.03943 -0.453
C -3.68530 2.22602 -0.77092 -0.022
C -4.59527 0.96550 -2.66155 -0.031
N -2.64488 2.34090 -3.05905 -0.123
O -3.41124 3.30718 -3.41091 -0.002
C -1.25141 2.76003 -2.83849 -0.450
C -1.14723 3.97139 -1.90423 -0.021
C -0.72697 3.26667 -4.20703 -0.016
C -0.30947 1.62655 -2.36819 -0.046
H 3.64350 -1.23655 -2.45920 0.052
H 0.46385 -3.98123 -2.16319 0.113
H 0.27630 -3.00928 -0.74265 0.111
H -1.63113 -2.38113 -1.95915 0.110
H -0.89475 -2.80194 -3.46515 0.112
H -1.22401 -0.56635 -3.73617 0.126
H 0.45950 -0.61583 -3.33379 0.105
H 0.81138 -0.27642 -0.61296 0.112
H -0.70657 -0.98319 -0.16529 0.120
H 0.38462 0.98445 1.22521 0.112
H -0.65024 1.97065 0.23503 0.102
H -2.82733 -0.59076 -2.26239 0.103
H -2.68876 -0.01266 -0.64989 0.115
H -4.16937 3.16660 -0.99745 0.090
H -4.39833 1.59561 -0.25040 0.093
H -2.87080 2.38688 -0.07635 0.058
H -5.40049 1.67235 -2.50742 0.080
H -4.45791 0.77373 -3.71890 0.089
H -4.86672 0.02434 -2.19075 0.084
H -1.44497 3.75440 -0.88404 0.063
H -0.10118 4.26275 -1.88774 0.091
H -1.70731 4.80279 -2.30544 0.083
H 0.35085 3.20386 -4.24738 0.085
H -1.18098 2.64508 -4.97337 0.093
H -1.01013 4.29690 -4.35911 0.054
H 0.36615 2.06058 -1.64178 0.109
H 0.32117 1.37610 -3.21050 0.102
C 4.77647 -3.80453 0.98842 -0.155
O 3.37297 -3.84119 1.24284 -0.128
H 5.27339 -4.49167 1.66444 0.064
H 4.97532 -4.11067 -0.04415 0.065
H 5.16427 -2.79798 1.15692 0.078
H 2.97247 -3.22963 0.61775 0.046
C 8.60282 -4.54746 1.42681 -0.156
O 7.73325 -3.70582 2.17845 -0.136
H 8.89560 -4.00349 0.53283 0.078
H 9.49972 -4.79681 1.99968 0.074
H 8.09513 -5.46945 1.12978 0.075
H 7.47546 -4.18746 2.96830 0.074
C 3.97963 -5.55075 -2.91270 -0.159
O 4.27397 -4.31237 -3.54177 -0.138
H 4.57005 -6.32813 -3.39186 0.076
H 4.23762 -5.51599 -1.85009 0.063
H 2.91770 -5.79119 -3.02432 0.073
H 3.73636 -3.64456 -3.10024 -0.003
C -1.11561 0.12686 5.17220 -0.120
O -0.43326 0.52313 3.98084 -0.145
H -0.45567 0.30214 6.01723 0.084
H -2.02599 0.71176 5.30433 0.061
H -1.36858 -0.93486 5.13386 0.087
H -1.02342 0.36903 3.23224 0.048
C 3.06077 0.69851 3.76512 -0.162
O 2.33231 -0.50569 3.59802 -0.132
H 4.12129 0.45668 3.79622 0.079
H 2.86430 1.37158 2.92074 0.058
H 2.77597 1.19399 4.69711 0.079
H 1.39517 -0.27095 3.57333 0.030
C -4.65376 0.41519 6.66088 -0.152
O -3.52257 0.30317 7.52532 -0.134
H -4.87340 -0.57255 6.26440 0.059
H -5.52465 0.78088 7.21115 0.077
H -4.43913 1.09204 5.82873 0.071
H -3.33394 1.17852 7.87164 0.073
C 3.30593 2.70622 -0.05963 -0.161
O 3.33755 1.29540 -0.21637 -0.134
H 3.07947 3.16612 -1.01899 0.075
H 2.52326 2.97582 0.65746 0.070
H 4.26726 3.09001 0.29208 0.079
H 3.53832 0.91549 0.64427 0.061
C -6.61698 -3.37626 5.79712 -0.155
O -5.83481 -2.54230 4.94565 -0.135
H -7.37858 -2.75332 6.25838 0.077
H -7.10591 -4.16905 5.22565 0.074
H -6.00050 -3.82194 6.58171 0.077
H -5.16140 -3.09228 4.53825 0.073
C -1.61555 6.91135 -5.90881 -0.156
O -0.51612 6.84525 -5.00331 -0.134
H -1.81331 5.90267 -6.26166 0.074
H -2.50978 7.29386 -5.41062 0.078
H -1.37810 7.54790 -6.76512 0.074
H -0.34155 7.73630 -4.69180 0.070



(2)
101
Properties=species:S:1:pos:R:3:lowdin_charge:R:1 method="wB97M-V/def2-TZVPD" energy_ev=-67929.5607 relative_energy_kcal_mol=0.0 gap_ha=0.294 total_charge=0 homo_energy_ev=-9.11
Ca -1.61621 -2.40969 0.26108 1.636
C -0.07259 -0.16062 -0.16716 -0.796
O 0.87265 0.50010 -0.63324 -0.009
O 0.04717 -0.92313 0.89584 -0.213
O -1.19655 -0.41591 -0.81601 -0.249
C 3.21012 3.36997 -3.15408 -0.055
C 1.88907 2.96405 -2.50585 -0.492
C 0.84529 4.04052 -2.71683 -0.056
O 1.44010 1.75153 -3.10739 -0.069
H 3.55052 4.32103 -2.73840 0.079
H 3.04205 3.54001 -4.22138 0.079
H 3.95491 2.58739 -3.02691 0.066
H 2.08337 2.83528 -1.43684 0.123
H -0.12863 3.73790 -2.32861 0.057
H 0.77222 4.30311 -3.77241 0.082
H 1.11191 4.93647 -2.14518 0.080
H 1.39762 1.08454 -2.40999 0.031
C -2.30790 0.19374 3.17847 -0.043
C -3.28820 -0.90889 2.79730 -0.442
C -4.71522 -0.52434 3.17534 -0.039
O -3.22001 -1.14052 1.37051 -0.211
H -1.28482 -0.08806 2.90738 0.064
H -2.27683 0.28118 4.26878 0.090
H -2.51338 1.16093 2.72274 0.083
H -3.00675 -1.80000 3.35746 0.133
H -4.75180 -0.10695 4.18183 0.085
H -5.35021 -1.41369 3.17688 0.081
H -5.13308 0.22518 2.50255 0.072
H -3.50669 -0.29667 0.94810 0.065
C 3.72314 -0.59173 -1.99680 -0.051
C 2.72181 -1.56346 -2.60291 -0.461
C 3.45341 -2.67490 -3.32275 -0.068
O 2.03753 -2.23308 -1.51872 -0.075
H 4.40916 -1.14527 -1.35288 0.082
H 3.23820 0.19290 -1.41366 0.063
H 4.33373 -0.11216 -2.76675 0.084
H 2.00260 -1.06726 -3.25733 0.127
H 3.92514 -2.35933 -4.25592 0.082
H 2.74784 -3.45393 -3.63875 0.077
H 4.17546 -3.17549 -2.67934 0.081
H 1.79579 -1.56548 -0.86184 0.040
C 3.58070 -2.42247 3.98367 -0.058
C 2.92530 -1.33118 3.16610 -0.459
C 3.63531 -1.08701 1.84992 -0.044
O 1.56235 -1.71458 2.90260 -0.106
H 3.80267 -3.28384 3.34917 0.072
H 2.91545 -2.76253 4.78021 0.076
H 4.51296 -2.06388 4.41764 0.082
H 2.90191 -0.39951 3.74043 0.137
H 4.71884 -1.00130 1.93503 0.087
H 3.25304 -0.15915 1.40639 0.072
H 3.42154 -1.85541 1.09984 0.082
H 1.26289 -1.22773 2.10531 0.038
C 1.45367 3.52758 3.15318 -0.059
C 0.86941 2.63538 2.08162 -0.491
C -0.19353 3.32942 1.24737 -0.045
O 1.96987 2.23307 1.25216 -0.076
H 1.90155 4.40110 2.67233 0.084
H 2.26385 3.01411 3.67499 0.075
H 0.72436 3.84604 3.89790 0.077
H 0.47107 1.71007 2.52318 0.125
H -0.65405 2.61712 0.55644 0.058
H 0.24668 4.12264 0.64007 0.084
H -0.99772 3.73636 1.86549 0.081
H 1.59140 1.62714 0.58925 0.023
C -2.19493 -1.12201 -5.55087 -0.064
C -1.58828 -0.31294 -4.42314 -0.484
C -1.70619 1.18360 -4.59306 -0.053
O -2.31867 -0.70688 -3.24150 -0.097
H -2.09974 -2.18898 -5.35798 0.073
H -1.78189 -0.87421 -6.52922 0.077
H -3.26175 -0.87793 -5.59704 0.082
H -0.54273 -0.60350 -4.26845 0.132
H -1.26409 1.50252 -5.54282 0.085
H -1.11680 1.67178 -3.81405 0.054
H -2.74035 1.52339 -4.55113 0.081
H -1.83525 -0.37593 -2.46202 0.023
C -5.23976 2.37686 -0.05034 -0.050
C -3.99792 1.96077 -0.80221 -0.460
C -3.22804 3.12667 -1.40363 -0.040
O -3.16315 1.22637 0.11274 -0.094
H -6.04116 2.68178 -0.72592 0.084
H -5.09092 3.20578 0.64528 0.085
H -5.61083 1.52539 0.52648 0.065
H -4.29727 1.28852 -1.61685 0.139
H -3.00133 3.87722 -0.64769 0.084
H -3.80623 3.51663 -2.24360 0.088
H -2.28185 2.77573 -1.82233 0.059
H -2.40414 0.85410 -0.37897 0.051
C 1.27973 -4.99590 2.01686 -0.037
C -0.11912 -4.73684 2.54693 -0.467
C -0.17742 -4.95129 4.06077 -0.037
O -0.56928 -3.40647 2.24516 -0.183
H 1.54739 -6.03019 2.25181 0.088
H 2.00579 -4.38116 2.54517 0.063
H 1.34363 -4.88306 0.93510 0.086
H -0.79455 -5.44996 2.06612 0.134
H 0.41890 -4.18129 4.55220 0.083
H 0.25279 -5.92240 4.30086 0.084
H -1.21416 -4.89089 4.38721 0.081
H 0.08815 -2.79204 2.64352 0.064



(3)
96
Properties=species:S:1:pos:R:3:lowdin_charge:R:1 method="wB97M-V/def2-TZVPD" energy_ev=-48527.5826 gap_ha=0.200 total_charge=-1 homo_energy_ev=-3.15
C -0.37960 2.04294 0.33330 -0.098
C -0.33784 0.83840 -0.53828 -0.219
C 0.78784 -0.35148 -0.52180 -0.386
P 2.60157 0.23834 -0.45913 0.294
C 2.45997 1.30209 -2.03903 -0.384
O 2.35868 0.47440 -3.28697 -0.339
C 3.70432 0.07764 -3.75124 -0.172
H 0.29277 2.12030 1.31141 0.037
H -1.01496 3.01042 0.08518 0.035
H -1.25050 0.70807 -1.29669 0.071
H 0.60368 -1.06493 0.39048 0.072
H 0.62691 -0.99310 -1.50892 0.071
H 2.98709 -0.92436 -1.24767 -0.047
H 4.00449 0.58250 -0.39576 -0.079
H 2.31814 1.34709 0.43258 -0.049
H 2.77852 -0.58281 0.71652 -0.082
H 3.50252 1.87320 -2.14996 0.081
H 1.64269 2.14049 -2.00858 0.075
H 4.51336 0.01384 -2.90514 0.074
H 4.10790 0.75978 -4.64066 0.088
H 3.57585 -1.01295 -4.21753 0.085
C 1.22232 -3.70887 -4.59460 -0.082
C 1.91238 -3.89054 -3.25203 -0.273
O 1.00602 -4.09450 -2.17080 -0.160
C 0.15785 -5.23712 -2.26108 -0.280
C 0.91855 -6.54979 -2.34046 -0.091
H 0.52517 -2.86313 -4.55553 0.085
H 1.96092 -3.52115 -5.38096 0.074
H 0.64815 -4.59202 -4.88076 0.057
H 2.47575 -2.98096 -3.02169 0.101
H 2.64325 -4.70345 -3.29115 0.101
H -0.53256 -5.12840 -3.10400 0.102
H -0.45961 -5.24139 -1.35525 0.118
H 1.54860 -6.60475 -3.23105 0.061
H 0.22122 -7.39269 -2.36921 0.071
H 1.57279 -6.66597 -1.46939 0.081
C -2.11966 1.37546 4.76905 -0.076
C -0.91125 1.47905 5.68595 -0.280
O 0.26204 1.95064 5.02782 -0.160
C 0.18250 3.24814 4.44192 -0.280
C -0.12893 4.34611 5.44469 -0.090
H -1.90178 0.71433 3.92154 0.089
H -2.98036 0.97615 5.31574 0.066
H -2.40580 2.34633 4.36032 0.065
H -0.67606 0.48147 6.06972 0.116
H -1.13077 2.10060 6.55887 0.098
H -0.54052 3.24672 3.61958 0.098
H 1.16153 3.44910 3.99144 0.123
H -1.10040 4.20081 5.92246 0.060
H -0.14023 5.32190 4.94944 0.074
H 0.62620 4.36476 6.23823 0.079
C 8.59097 -0.73367 -0.04174 -0.091
C 7.29561 -1.22075 0.58792 -0.276
O 6.18324 -1.18635 -0.30293 -0.170
C 6.29185 -1.97774 -1.48404 -0.279
C 6.47802 -3.45928 -1.20395 -0.084
H 8.47284 0.28978 -0.41781 0.082
H 9.40182 -0.74769 0.69410 0.070
H 8.89474 -1.35778 -0.88419 0.059
H 7.04558 -0.56448 1.42731 0.120
H 7.41372 -2.22435 1.00667 0.100
H 7.09271 -1.59237 -2.12367 0.104
H 5.35813 -1.83866 -2.04138 0.093
H 7.40029 -3.65931 -0.65392 0.058
H 6.51685 -4.02201 -2.14170 0.072
H 5.64769 -3.84164 -0.60010 0.085
C -1.68565 1.58267 -4.09067 -0.082
C -2.41542 1.96719 -5.36787 -0.278
O -3.81885 2.14218 -5.18918 -0.171
C -4.21961 3.15187 -4.26559 -0.282
C -3.73238 4.54130 -4.63996 -0.088
H -2.10505 0.65932 -3.67312 0.080
H -0.62058 1.42691 -4.29187 0.083
H -1.77043 2.35527 -3.32423 0.062
H -2.29029 1.16231 -6.09882 0.116
H -1.97710 2.86253 -5.81816 0.102
H -3.90490 2.88203 -3.25211 0.107
H -5.31585 3.15252 -4.25821 0.114
H -2.64189 4.60211 -4.65680 0.066
H -4.09939 5.27998 -3.92078 0.074
H -4.09065 4.81617 -5.63814 0.078
C -7.49982 -1.01434 6.14246 -0.085
C -6.54870 0.17176 6.15592 -0.280
O -5.90247 0.39555 4.90513 -0.169
C -6.75139 0.66829 3.79246 -0.273
C -7.60969 1.90823 3.97665 -0.085
H -6.96782 -1.92859 5.85270 0.084
H -7.94009 -1.16170 7.13421 0.075
H -8.31710 -0.87361 5.43268 0.062
H -5.75787 -0.02154 6.88736 0.118
H -7.05781 1.08170 6.48657 0.103
H -7.36654 -0.20827 3.56388 0.104
H -6.09528 0.81872 2.92719 0.124
H -8.29135 1.81213 4.82473 0.062
H -8.21100 2.09145 3.08087 0.077
H -6.97980 2.78543 4.16118 0.083



(4)
108
Properties=species:S:1:pos:R:3:lowdin_charge:R:1 method="wB97M-V/def2-TZVPD" energy_ev=-259884.4009 gap_ha=0.349 total_charge=0 smiles=COC[C@H](C)N.COC[C@H](C)N.COC[C@H](C)N.COC[C@H](C)N.COC[C@H](C)N.BrCCBr.ClCCl.ClCCl.ClCCl homo_energy_ev=-9.26
C -1.07913 4.49999 -1.93474 -0.123
O -1.46312 3.19399 -2.30409 -0.235
C -2.75195 2.84690 -1.87797 -0.227
C -2.97350 1.40924 -2.26036 -0.432
C -2.97820 1.28020 -3.78759 -0.063
N -4.26172 0.94314 -1.71867 0.062
H -0.68709 4.51567 -0.91538 0.064
H -1.86333 5.24587 -2.09927 0.094
H -0.28014 4.74677 -2.64320 0.075
H -2.88304 2.92788 -0.78508 0.128
H -3.50925 3.46920 -2.37186 0.131
H -2.18454 0.74960 -1.88905 0.092
H -3.58472 2.11944 -4.17423 0.089
H -3.54736 0.43342 -4.18126 0.051
H -2.00890 1.35701 -4.27401 0.075
H -4.10116 0.33146 -0.92122 0.011
H -4.73237 0.38440 -2.41561 0.065
C 5.49907 0.17578 -3.74475 -0.104
O 4.45385 -0.61323 -3.23241 -0.182
C 4.95299 -1.71305 -2.55189 -0.258
C 3.82576 -2.62168 -2.08418 -0.439
C 2.80247 -1.87164 -1.24060 -0.079
N 4.42502 -3.73213 -1.32304 0.037
H 5.03932 0.88897 -4.42028 0.082
H 6.24595 -0.44484 -4.24914 0.087
H 6.00588 0.71905 -2.93517 0.093
H 5.65360 -2.27676 -3.19438 0.126
H 5.53613 -1.41963 -1.65782 0.135
H 3.33383 -2.96456 -3.01134 0.140
H 3.28938 -1.25961 -0.47652 0.080
H 2.14140 -2.60915 -0.77457 0.053
H 2.17800 -1.20253 -1.83219 0.069
H 4.93216 -4.32010 -1.98100 0.073
H 3.65916 -4.30146 -0.97227 0.067
C -1.97984 -4.19000 3.17935 -0.164
O -1.30544 -4.99182 4.08790 -0.178
C -1.22193 -6.34678 3.70615 -0.219
C -1.29479 -7.22139 4.96334 -0.449
C -1.03329 -8.67112 4.57224 -0.067
N -2.57128 -7.07903 5.64498 0.040
H -2.98905 -4.54824 2.89522 0.089
H -1.50551 -4.12493 2.17880 0.055
H -2.06526 -3.18755 3.59199 0.074
H -2.05427 -6.64244 3.05417 0.125
H -0.25661 -6.49461 3.20369 0.130
H -0.51989 -6.83307 5.63210 0.142
H -0.07321 -8.76946 4.06719 0.074
H -1.78822 -8.98674 3.83987 0.080
H -1.07724 -9.33373 5.43276 0.076
H -3.33439 -7.32643 5.01955 0.074
H -2.71777 -6.12542 5.94601 0.068
C 5.13315 8.57930 -1.55875 -0.125
O 5.55427 7.80646 -0.48821 -0.179
C 4.54796 6.98251 0.02014 -0.228
C 4.84189 5.53099 -0.27286 -0.454
C 3.70393 4.65999 0.14922 -0.131
N 6.11528 5.10443 0.38767 0.047
H 4.73750 7.96062 -2.37751 0.090
H 5.99122 9.13402 -1.92586 0.089
H 4.33249 9.26718 -1.26068 0.091
H 4.56214 7.06710 1.11859 0.138
H 3.54373 7.23043 -0.32858 0.127
H 4.93706 5.41402 -1.37006 0.126
H 3.49994 4.80115 1.22128 0.087
H 3.90558 3.59452 0.06752 0.044
H 2.79039 4.90647 -0.39459 0.043
H 6.53812 4.38273 -0.18914 0.067
H 6.77153 5.88377 0.33621 0.064
C -7.01982 -3.09790 1.30649 -0.119
O -6.70086 -2.19853 0.27983 -0.187
C -6.30180 -0.89492 0.73306 -0.199
C -4.96698 -0.87340 1.41516 -0.443
C -4.60425 0.55204 1.79961 -0.054
N -3.97008 -1.35512 0.43174 0.047
H -7.10361 -4.07610 0.84489 0.089
H -7.98698 -2.83119 1.76232 0.092
H -6.28266 -3.10260 2.11457 0.074
H -6.28362 -0.24149 -0.13968 0.122
H -7.07839 -0.50670 1.42225 0.135
H -5.00718 -1.51587 2.30349 0.125
H -3.68379 0.56737 2.40100 0.078
H -5.31353 1.00694 2.50171 0.086
H -4.51104 1.18222 0.91776 0.062
H -3.05640 -1.35345 0.88928 -0.014
H -4.14580 -2.34105 0.23529 0.086
Br -0.49317 -1.52725 1.27927 0.698
C -0.37484 0.23878 0.47845 -0.665
C 0.97471 0.81230 0.69402 -0.651
Br 1.31827 2.21664 -0.61367 0.806
H -1.13666 0.83442 0.97649 0.063
H -0.65877 0.12518 -0.55947 0.025
H 1.75361 0.07252 0.53753 0.022
H 1.17016 1.28632 1.64714 0.048
Cl -0.56409 -3.03989 -2.29798 0.531
C -1.73888 -1.84473 -2.84790 -1.043
Cl -2.65880 -2.38949 -4.26132 0.533
H -2.42285 -1.60948 -2.03770 0.006
H -1.20935 -0.95143 -3.15689 0.014
Cl 2.85069 4.34247 -3.66881 0.519
C 1.84977 2.94623 -4.06319 -1.031
Cl 0.91276 3.22722 -5.55652 0.500
H 2.46151 2.08211 -4.27311 0.014
H 1.15739 2.74674 -3.25996 -0.065
Cl 0.21906 -0.17185 4.68157 0.504
C 1.71843 0.63988 5.08477 -1.053
Cl 1.58631 1.52008 6.60353 0.516
H 2.48328 -0.12168 5.18120 0.026
H 2.01563 1.32411 4.29924 0.019